1.
Computed, not measured: 10 unconnected molecules or ions with the total composition C36H57N10O15 at a distorted geometry, with ωB97M-V/def2-TZVPD.

Output
frontier orbital gap	0.2598	Eh
energy relative to the best compared isomer or geometry (same formula, charge and spin)	266.19	kJ/mol
total charge	-1
electronic energy	-3081.0052	a.u.

XYZ file:
```
118
C36H57N10O15 (ωB97M-V/def2-TZVPD)
N -0.31210 -0.83330 -0.18123
O 0.70083 -1.23930 0.29317
O -0.43266 0.40984 -0.41836
O -1.41717 -1.40404 -0.02479
C 3.83880 0.56725 0.28337
C 5.42865 0.68849 0.03791
C 5.83935 2.13895 -0.25864
C 4.86839 3.35430 -0.37259
C 3.28838 2.97725 -0.32973
C 2.84656 1.54935 0.04930
N 5.31801 4.73886 -0.47959
O 4.52509 5.64238 -0.03541
O 6.50272 4.93836 -0.56952
H 3.48412 -0.43591 0.81088
H 5.95553 -0.17932 -0.03097
H 6.90450 2.25151 -0.24610
H 2.56010 3.76640 -0.48916
H 1.86022 1.18628 0.22219
C -4.41631 0.73327 2.08353
C -3.25310 1.71112 1.79886
C -2.90460 2.79542 2.86387
C -3.99502 3.15417 3.80853
C -5.16935 2.09284 4.08746
C -5.32406 0.88133 3.09118
N -3.97161 4.30401 4.65814
O -5.09396 4.67317 5.26750
O -2.93080 4.88350 4.80644
H -4.54590 -0.02457 1.46288
H -2.54922 1.57104 0.87679
H -1.86158 3.21439 2.88754
H -6.02015 2.35335 4.71649
H -6.08013 0.08037 3.03685
C 3.19370 -2.93083 -1.43178
C 4.12957 -2.57659 -2.53121
C 5.57112 -2.92483 -2.47950
C 6.00332 -3.43982 -1.09877
C 5.04192 -3.89758 -0.07121
C 3.56042 -3.71206 -0.25468
N 7.45700 -3.64751 -0.95878
O 7.95580 -4.47360 -0.12411
O 8.17719 -2.87419 -1.62770
H 2.20609 -2.54676 -1.68183
H 3.92914 -1.86074 -3.27204
H 6.25601 -2.71363 -3.24098
H 5.27044 -4.38730 0.91277
H 2.85440 -3.96385 0.35186
C -1.74145 -4.59841 -1.24317
O -2.69393 -4.94375 -0.47501
N -0.77344 -5.46544 -1.48920
C 0.49545 -5.00774 -2.33355
C -0.72803 -6.82659 -1.02595
H -1.82414 -3.50645 -1.65333
H 0.51157 -4.10719 -2.61894
H 0.49511 -5.73658 -2.98241
H 1.41706 -4.99537 -1.93440
H 0.21038 -7.16604 -0.78645
H -1.28327 -7.48798 -1.83665
H -1.14759 -6.99636 -0.03165
C -4.82700 -1.82951 -0.46167
O -5.73226 -2.08694 0.41246
N -5.07547 -0.83655 -1.42939
C -3.96281 -0.58733 -2.37679
C -6.30762 -0.05004 -1.38169
H -3.87391 -2.39528 -0.49415
H -4.46177 0.07761 -3.04001
H -3.81285 -1.40987 -3.07072
H -3.14106 -0.14389 -1.94896
H -6.41965 0.37945 -2.31347
H -6.03851 0.56122 -0.59654
H -7.19215 -0.44261 -1.26748
C 1.03596 4.49151 2.14881
O 0.13412 4.56296 1.29047
N 1.24639 3.38563 2.87778
C 2.40428 3.25703 3.69297
C 0.50284 2.11156 2.63229
H 1.67729 5.36267 2.45417
H 2.65413 4.14695 4.40276
H 3.23440 3.04135 3.11137
H 2.59021 2.37653 4.33891
H 0.07109 2.15753 1.84195
H -0.22498 2.13455 3.44879
H 1.26631 1.27098 2.62594
C -1.04995 -2.36381 5.24907
O -0.82033 -2.58387 6.44886
N -0.45577 -1.26043 4.69480
C -0.72212 -0.90774 3.37193
C 0.57004 -0.36318 5.39433
H -1.84810 -2.88446 4.62334
H -1.12319 -1.71680 2.81431
H 0.12933 -0.47948 2.96598
H -1.55930 -0.32994 3.36621
H 0.68708 0.38593 4.83871
H 1.49986 -1.01222 5.45514
H 0.45067 -0.08759 6.42882
C -0.55052 3.37251 -2.04711
O 0.50986 3.20243 -2.83846
N -1.43736 4.32722 -2.27845
C -2.57711 4.48732 -1.35744
C -1.66030 4.93400 -3.55978
H -0.64184 2.75697 -1.12872
H -2.17809 4.52459 -0.29483
H -3.19433 3.65473 -1.24356
H -3.44733 5.21901 -1.53969
H -0.73764 4.63316 -4.22481
H -1.69452 6.01630 -3.40717
H -2.29811 4.57170 -4.03049
C -1.21236 -2.05251 -3.84493
O -1.76519 -3.10137 -4.45061
N -0.07853 -1.54899 -4.33200
C 0.43626 -0.34541 -3.69470
C 0.55396 -2.19518 -5.46748
H -1.66009 -1.68969 -2.86215
H 0.76168 -0.29281 -2.51693
H -0.34971 0.57969 -3.67654
H 1.39982 0.24974 -4.13558
H -0.05762 -2.13027 -6.14186
H 0.71629 -3.12444 -5.55896
H 1.47019 -1.73419 -5.70515
```

2.
Computed, not measured: a molecular structure, C36H58BrEuN6O4Si at a distorted geometry, with ωB97M-V/def2-TZVPD.

Output
multiplicity	7
frontier orbital gap (alpha / beta)	0.1558 / 0.2375	Eh
energy relative to the best compared isomer or geometry (same formula, charge and spin)	61.70	kJ/mol
total charge	+2
electronic energy	-5609.6332	a.u.

XYZ file:
```
107
C36H58BrEuN6O4Si (ωB97M-V/def2-TZVPD)
Eu 12.41730 22.40076 9.66742
C 12.53976 21.57150 12.84562
N 13.39413 22.49985 12.09262
C 13.31810 23.87350 12.69094
C 14.72206 21.96045 11.93331
C 15.52728 22.66968 10.79964
N 14.98801 22.29578 9.44204
C 15.43643 20.94461 8.99407
C 15.45214 23.22785 8.37593
H 12.87235 21.39697 13.89064
H 12.61507 20.57218 12.36240
H 11.52385 21.96823 12.87700
H 13.59232 23.79670 13.75544
H 12.29970 24.21415 12.68606
H 13.88481 24.58183 12.08254
H 14.68150 20.88801 11.73826
H 15.32348 22.14272 12.87196
H 16.62721 22.52983 10.87642
H 15.33573 23.76102 10.91431
H 16.51852 20.80207 8.96606
H 15.02822 20.81158 7.99247
H 14.98217 20.22523 9.67423
H 16.54277 23.05450 8.25850
H 15.30258 24.28625 8.63514
H 14.96652 22.93818 7.47729
C 6.79737 20.97802 10.44840
C 7.90795 21.18447 9.45038
C 7.74452 20.88268 8.08295
C 8.74454 21.08322 7.16398
C 9.97037 21.56941 7.71083
Br 11.38811 21.82225 6.49694
N 10.18277 21.73476 9.01482
C 9.13135 21.67125 9.89084
H 6.08717 20.23642 10.08549
H 6.18442 21.92267 10.68927
H 7.20596 20.64341 11.42612
H 6.76067 20.47791 7.76828
H 8.63429 20.89813 6.09662
H 9.44945 21.87930 10.91773
C 11.43081 25.86799 5.74800
C 10.27623 26.32814 6.64772
C 8.91703 25.76522 6.24689
C 10.17239 27.86031 6.80145
O 10.51082 25.72664 7.99816
Si 11.65216 26.00019 9.13952
O 12.42021 24.60349 9.47386
O 10.97228 26.50695 10.50558
C 9.81622 26.77928 11.41440
C 8.82583 27.55735 10.54344
C 10.53627 27.55711 12.49820
C 9.26822 25.42891 11.89990
O 12.73698 27.14842 8.56346
C 13.87753 27.79500 9.25228
C 15.01370 27.80548 8.23627
C 13.48028 29.20767 9.52210
C 14.17092 27.08391 10.57300
H 11.41963 26.57990 4.91871
H 11.21678 24.87716 5.36886
H 12.41096 25.95658 6.20875
H 8.53150 26.30523 5.35950
H 8.15665 25.85402 7.04096
H 8.98883 24.70798 5.98771
H 9.74517 28.28454 5.84801
H 11.17510 28.27709 7.08748
H 9.43761 28.12897 7.56276
H 9.25889 28.54283 10.28420
H 7.91256 27.73555 11.10133
H 8.54676 27.00429 9.65529
H 11.20225 28.33076 12.10921
H 11.19445 26.85879 13.03831
H 9.85666 28.00300 13.23957
H 8.92620 24.96418 10.98186
H 8.39491 25.62312 12.50557
H 10.02298 24.80527 12.42059
H 14.56864 28.15515 7.29311
H 15.34161 26.75689 8.05551
H 15.88300 28.43394 8.57884
H 13.03942 29.72844 8.68531
H 14.37271 29.78400 9.80454
H 12.79531 29.25970 10.37999
H 14.28550 25.99245 10.43073
H 13.37873 27.30644 11.28752
H 15.13858 27.46458 10.94108
N 12.97205 14.31391 8.32655
C 13.08247 12.97282 8.74832
C 13.38059 11.78638 8.11324
C 13.15977 10.61881 8.84307
C 12.80963 10.59215 10.20121
C 12.50668 11.77529 10.82290
C 12.55202 12.97174 10.08496
N 12.19538 14.25874 10.44270
C 12.54891 14.99832 9.44572
C 12.40638 16.39752 9.51375
C 12.88031 17.21640 8.47978
C 12.75691 18.57407 8.60120
N 12.25456 19.17150 9.69681
C 11.68822 18.34341 10.64550
C 11.76045 16.95940 10.60196
H 13.32460 14.67623 7.40384
H 13.73157 11.70778 7.08236
H 13.25345 9.65049 8.36932
H 12.82696 9.64222 10.73054
H 12.40290 11.83085 11.91579
H 13.26799 16.79008 7.52732
H 13.06226 19.27209 7.82841
H 11.04334 18.84615 11.41073
H 11.37058 16.39265 11.41680
```

3.
Computed, not measured: a molecular structure, C36H58N5O2PdSi4Te at a distorted geometry, with ωB97M-V/def2-TZVPD.

Output
multiplicity	5
frontier orbital gap (alpha / beta)	0.2805 / 0.1881	Eh
energy relative to the best compared isomer or geometry (same formula, charge and spin)	235.67	kJ/mol
total charge	+3
electronic energy	-3383.8104	a.u.

XYZ file:
```
107
C36H58N5O2PdSi4Te (ωB97M-V/def2-TZVPD)
Pd 0.71447 -0.02801 0.05601
C -1.64396 2.60488 3.00729
O -1.60378 1.20275 3.38155
C -1.19400 0.54230 2.31467
N -0.97280 1.19830 1.23955
C -1.33881 2.60759 1.48615
C -0.28590 3.58217 0.98543
C -0.07712 4.79875 1.62472
C 0.83571 5.71113 1.11190
C 1.55602 5.41416 -0.03381
C 1.34440 4.20765 -0.68647
C 0.42483 3.29895 -0.18335
C -1.11978 -0.92436 2.30630
C -1.72535 -1.74605 3.24636
C -1.83575 -3.09999 2.95865
C -1.39438 -3.57289 1.72905
C -0.75944 -2.68410 0.87463
N -0.58157 -1.40468 1.18952
C -0.35870 -2.96876 -0.51066
N 0.46543 -2.21492 -1.13149
C 0.49769 -2.64470 -2.53440
C -0.53654 -3.80711 -2.55781
O -0.92788 -3.95915 -1.17345
C 0.15721 -1.55897 -3.54264
C -0.21936 -0.26775 -3.19681
C -0.56852 0.64993 -4.18043
C -0.56881 0.27511 -5.51356
C -0.18476 -1.01004 -5.86863
C 0.18630 -1.91713 -4.88932
H -0.90683 3.13800 3.60819
H -2.63547 2.98581 3.23476
H -2.25595 2.80245 0.92007
H -0.63726 5.05280 2.51586
H 0.97000 6.66308 1.60739
H 2.26717 6.13373 -0.41595
H 1.88378 3.98185 -1.59818
H 0.20484 2.38853 -0.73347
H -2.11483 -1.31528 4.15837
H -2.30695 -3.76847 3.66600
H -1.54994 -4.59795 1.42328
H 1.50929 -3.00369 -2.75000
H -0.14008 -4.75676 -2.90977
H -1.42102 -3.55646 -3.14224
H -0.29460 0.02522 -2.15417
H -0.87072 1.65071 -3.90034
H -0.88182 0.98004 -6.27116
H -0.18956 -1.31430 -6.90640
H 0.47962 -2.92328 -5.16900
C 4.65841 -4.04488 1.31229
Si 5.85930 -2.80138 0.57039
C 6.25989 -1.40472 1.76035
C 7.42637 -3.49049 -0.19170
Si 4.64299 -1.82253 -1.48712
Te 3.00813 0.04772 -1.00715
Si 5.99069 -0.31147 -3.26300
C 6.47707 1.09484 -2.12427
C 7.36043 -1.50158 -3.72495
C 4.77408 0.10806 -4.62385
Si 4.25086 -4.06087 -2.93539
C 5.89013 -4.93779 -3.14633
C 3.56570 -3.42326 -4.56509
C 3.04245 -4.99501 -1.83457
H 4.95016 -4.26872 2.34091
H 4.66311 -4.98958 0.76885
H 3.63317 -3.67311 1.33495
H 6.85447 -1.79379 2.59093
H 5.36666 -0.95055 2.18771
H 6.85042 -0.62507 1.27893
H 8.05828 -3.90668 0.59701
H 8.00707 -2.71360 -0.68973
H 7.24093 -4.28756 -0.90754
H 7.16530 0.77029 -1.34304
H 5.60586 1.54337 -1.64619
H 6.97770 1.88015 -2.69754
H 7.86279 -1.92256 -2.85423
H 8.11660 -0.96721 -4.30784
H 6.99843 -2.31903 -4.34793
H 3.83071 0.48232 -4.22241
H 4.55814 -0.75104 -5.25846
H 5.19071 0.88874 -5.26611
H 6.70225 -4.27091 -3.43320
H 5.78425 -5.67805 -3.94537
H 6.18941 -5.48376 -2.25289
H 4.37693 -3.24327 -5.27225
H 2.98002 -2.50752 -4.47733
H 2.92108 -4.18531 -5.01290
H 3.57655 -5.63111 -1.12907
H 2.41954 -5.65449 -2.44500
H 2.38258 -4.34617 -1.25700
C 5.35222 2.27320 1.77651
C 4.05341 2.09941 2.55949
C 4.34591 1.58502 3.97142
C 3.30186 3.42377 2.60774
N 3.26061 1.07695 1.80367
N 1.85388 1.08817 1.98134
H 6.00004 2.97887 2.29500
H 5.14926 2.65723 0.77587
H 5.87537 1.32108 1.69062
H 4.80183 2.36735 4.57689
H 5.04062 0.74336 3.93607
H 3.43384 1.26650 4.48234
H 3.96274 4.18999 3.00943
H 2.42464 3.38017 3.25567
H 3.00635 3.73586 1.60411
H 3.59467 0.15440 2.05978
H 1.53553 2.02903 1.76330
H 1.56059 0.86006 2.93289
```

4.
Computed, not measured: 9 unconnected molecules or ions with the total composition C36H58O25S2 at a distorted geometry, with ωB97M-V/def2-TZVPD.

Output
frontier orbital gap	0.3276	Eh
energy relative to the best compared isomer or geometry (same formula, charge and spin)	1176.38	kJ/mol
electronic energy	-4083.4603	a.u.

XYZ file:
```
121
C36H58O25S2 (ωB97M-V/def2-TZVPD)
C 4.63980 3.28705 3.24819
C 4.72380 1.96105 3.86619
C 3.31280 1.10905 3.71719
O 3.81880 -0.13295 3.07119
C 5.07280 -0.03495 2.80619
O 5.71780 -1.01295 2.42219
O 5.64380 0.97205 3.23219
H 5.53580 3.86705 3.36519
H 3.74680 3.79205 3.90619
H 4.46980 3.14205 2.31719
H 4.88880 2.14005 4.88819
H 2.36280 1.48905 3.20919
H 2.90980 0.97105 4.66319
C -2.38620 2.04705 -1.45581
C -2.07120 3.51105 -1.62181
C -2.18920 3.95005 -3.05381
O -3.16720 5.05605 -2.86581
C -3.59120 5.05105 -1.68181
O -4.51820 5.80505 -1.31481
O -3.10020 4.27305 -0.88481
H -3.45720 1.89705 -2.00981
H -2.64020 1.58205 -0.52781
H -1.94720 1.28405 -2.03581
H -1.13820 3.62505 -1.32981
H -2.63320 3.24805 -3.63081
H -1.30220 4.42805 -3.42781
C 4.92280 -4.65895 1.54019
C 3.67980 -5.14195 0.66819
C 4.12580 -6.50495 0.03519
O 3.40380 -7.42195 0.73119
C 2.44780 -6.79195 1.51319
O 1.64080 -7.39695 2.22219
O 2.54380 -5.50395 1.49219
H 4.91880 -3.46295 1.93819
H 5.82480 -4.67095 0.89419
H 5.08380 -5.20195 2.40319
H 3.61780 -4.41795 -0.09781
H 5.08680 -6.76895 0.18819
H 4.00780 -6.71095 -0.93381
C -6.17320 -3.85295 -1.16481
C -5.44120 -2.51995 -1.61481
C -5.87420 -1.38495 -0.62781
O -4.59320 -0.73295 -0.47581
C -3.62920 -1.45995 -0.98581
O -2.47820 -0.90995 -0.90581
O -3.98520 -2.57595 -1.54981
H -6.33220 -4.00195 -0.15481
H -5.63120 -4.66795 -1.63681
H -7.29020 -3.88395 -1.67181
H -5.70420 -2.37795 -2.51481
H -6.07120 -1.60695 0.43619
H -6.69220 -0.51495 -1.00481
C 1.44880 6.68005 -3.71381
C 1.62880 5.09105 -3.37481
C 3.15280 4.65805 -3.14881
O 3.01780 3.98405 -1.95981
C 1.91080 4.08405 -1.27481
O 1.71280 3.70505 -0.19781
O 1.11880 4.86205 -1.99281
H 0.37380 6.90905 -3.26781
H 1.33380 6.75405 -4.82981
H 1.94080 7.31005 -3.39081
H 0.98680 4.49005 -3.85381
H 3.66880 5.61505 -3.27381
H 3.49580 3.89505 -3.94781
C -2.66420 1.18805 2.92319
C -1.91120 1.99005 4.03519
C -0.99620 1.22705 5.06619
O -0.06420 2.25305 5.45719
C -0.01520 3.11505 4.49719
O 0.89980 3.94005 4.36319
O -0.93920 2.91905 3.70119
H -3.41320 0.59305 3.52019
H -1.84220 0.38405 2.59619
H -3.26820 1.81505 2.25119
H -2.69920 2.47405 4.79719
H -0.30220 0.37105 4.60219
H -1.51020 0.86805 6.06419
C -2.53920 -2.35995 4.12619
C -3.25420 -2.71095 2.77719
C -3.29820 -4.15695 2.47019
O -4.50120 -4.62495 2.98919
C -5.39320 -3.62595 2.96319
O -6.60120 -3.77095 3.02819
O -4.72620 -2.46295 2.90819
H -2.60320 -1.49095 4.54719
H -1.48420 -2.37195 3.92319
H -2.81720 -3.04895 4.85619
H -3.16520 -1.90895 1.98419
H -2.62420 -4.73895 2.92819
H -3.27320 -4.22195 1.44119
O -1.11320 1.07605 -4.59181
S 0.36680 0.96305 -4.52981
O 1.15980 1.90305 -3.74281
C 0.80680 -0.63395 -4.15381
C 0.97980 -1.33395 -5.66281
C 1.55680 -0.35295 -6.51881
C 0.90980 1.01905 -6.17881
H -0.05420 -1.26595 -3.66481
H 1.81980 -0.61595 -3.76081
H 1.60980 -2.23695 -5.26281
H -0.05620 -1.57495 -5.98781
H 1.65480 -0.65195 -7.63181
H 2.67180 -0.25395 -6.43881
H 0.05380 1.14905 -6.79881
H 1.53680 1.95205 -6.18381
O 0.56580 -0.27095 2.75419
S 0.46080 -0.97995 1.48119
O -0.73220 -1.80595 1.30219
C 0.52780 0.26105 0.14719
C 1.95380 0.14405 -0.28981
C 2.38980 -1.33695 -0.22581
C 1.98980 -1.84095 1.17019
H 0.47380 1.27105 0.69719
H -0.07020 -0.08495 -0.60381
H 1.94180 0.49405 -1.39881
H 2.84180 0.83605 0.12619
H 3.36680 -1.54495 -0.55181
H 1.61080 -1.69795 -1.04281
H 2.36480 -1.61795 2.18819
H 1.51680 -2.81095 1.16919
```